Entry 1:
{
  "formula": "C28H45F3N6O5",
  "method": "wB97M-V/def2-TZVPD",
  "species": ["O", "C", "O", "C", "O", "C", "O", "O", "C", "F", "F", "F", "H", "H", "H", "C", "C", "C", "C", "N", "H", "H", "H", "H", "H", "H", "H", "C", "C", "C", "C", "N", "H", "H", "H", "H", "H", "H", "H", "C", "C", "C", "C", "N", "H", "H", "H", "H", "H", "H", "H", "C", "C", "C", "C", "N", "H", "H", "H", "H", "H", "H", "H", "C", "C", "C", "C", "N", "H", "H", "H", "H", "H", "H", "H", "C", "C", "C", "C", "N", "H", "H", "H", "H", "H", "H", "H"],
  "coordinates": [[-0.55, -2.99, 1.33], [-0.95, -1.91, 1.01], [-0.09, -0.87, 0.87], [-2.44, -1.67, 0.73], [-3.17, -1.54, 1.96], [-4.08, -0.55, 1.95], [-3.77, 0.60, 1.93], [-5.43, -0.89, 2.02], [-6.01, -1.13, 0.81], [-5.28, -1.93, 0.01], [-7.17, -1.77, 1.05], [-6.30, -0.01, 0.14], [-0.44, -0.37, 0.10], [-2.58, -0.74, 0.15], [-2.83, -2.47, 0.09], [2.16, -0.55, -3.63], [2.33, 0.97, -3.56], [2.10, 1.52, -2.15], [0.72, 1.35, -1.72], [-0.36, 1.19, -1.36], [1.13, -0.83, -3.38], [2.37, -0.91, -4.63], [2.83, -1.04, -2.93], [1.64, 1.45, -4.27], [3.34, 1.23, -3.87], [2.34, 2.58, -2.13], [2.77, 1.03, -1.45], [4.01, -2.12, 1.21], [5.16, -1.28, 1.77], [4.93, 0.23, 1.62], [4.92, 0.64, 0.22], [4.90, 0.97, -0.88], [3.91, -1.98, 0.13], [4.19, -3.18, 1.39], [3.06, -1.85, 1.68], [6.09, -1.57, 1.29], [5.27, -1.50, 2.84], [5.72, 0.77, 2.14], [3.99, 0.51, 2.09], [-2.74, 0.79, 5.90], [-1.88, 0.82, 4.64], [-0.72, -0.17, 4.68], [0.27, 0.16, 5.70], [1.05, 0.43, 6.51], [-2.17, 1.09, 6.78], [-3.58, 1.47, 5.80], [-3.14, -0.22, 6.08], [-1.50, 1.83, 4.49], [-2.51, 0.58, 3.78], [-0.22, -0.17, 3.70], [-1.09, -1.18, 4.84], [-2.78, 2.32, -4.23], [-1.79, 2.20, -5.39], [-1.87, 0.85, -6.11], [-1.46, -0.26, -5.25], [-1.12, -1.13, -4.57], [-2.56, 1.59, -3.44], [-2.72, 3.31, -3.79], [-3.80, 2.16, -4.57], [-0.78, 2.37, -5.02], [-2.00, 2.99, -6.11], [-1.23, 0.87, -6.99], [-2.89, 0.67, -6.46], [0.10, -5.05, -1.18], [0.83, -5.81, -2.29], [2.23, -5.26, -2.56], [2.19, -3.90, -3.11], [2.17, -2.83, -3.53], [-0.08, -4.01, -1.47], [-0.87, -5.50, -0.99], [0.67, -5.06, -0.25], [0.23, -5.78, -3.20], [0.92, -6.85, -1.99], [2.74, -5.91, -3.27], [2.82, -5.27, -1.65], [1.41, 5.20, 2.85], [0.14, 5.54, 2.07], [-1.08, 4.77, 2.57], [-0.97, 3.33, 2.32], [-0.88, 2.20, 2.14], [1.69, 4.16, 2.72], [2.24, 5.81, 2.50], [1.28, 5.39, 3.92], [0.31, 5.35, 1.01], [-0.05, 6.61, 2.18], [-1.97, 5.14, 2.05], [-1.24, 4.95, 3.63]],
  "total_charge": 0,
  "e_homo_ev": -10.39
}

Entry 2:
{
  "formula": "C28H45NO34S7",
  "method": "wB97M-V/def2-TZVPD",
  "species": ["C", "C", "O", "S", "O", "O", "O", "H", "H", "H", "H", "C", "C", "O", "S", "O", "O", "O", "H", "H", "H", "H", "C", "C", "O", "S", "O", "O", "O", "H", "H", "H", "H", "C", "C", "O", "S", "O", "O", "O", "H", "H", "H", "H", "C", "C", "O", "S", "O", "O", "O", "H", "H", "H", "H", "C", "C", "O", "S", "O", "O", "O", "H", "H", "H", "H", "C", "C", "O", "S", "O", "O", "O", "H", "H", "H", "H", "C", "C", "C", "C", "C", "C", "N", "O", "O", "H", "H", "H", "H", "H", "O", "C", "O", "C", "C", "C", "H", "H", "H", "H", "H", "H", "O", "C", "O", "C", "C", "C", "H", "H", "H", "H", "H", "H"],
  "coordinates": [[-26.38, -2.46, -26.17], [-27.42, -1.99, -25.14], [-28.60, -2.61, -25.70], [-28.19, -4.13, -25.91], [-29.07, -4.73, -26.83], [-27.95, -4.72, -24.65], [-26.77, -3.80, -26.58], [-25.39, -2.45, -25.73], [-26.43, -1.88, -27.09], [-27.52, -0.91, -25.15], [-27.23, -2.40, -24.15], [-27.45, 5.40, -23.85], [-26.10, 4.66, -23.72], [-25.17, 5.53, -24.36], [-25.90, 6.13, -25.65], [-26.19, 5.09, -26.58], [-25.40, 7.36, -26.10], [-27.25, 6.43, -24.82], [-27.66, 5.88, -22.90], [-28.28, 4.75, -24.15], [-26.13, 3.64, -24.13], [-25.78, 4.65, -22.68], [-26.46, 6.50, -32.45], [-26.77, 8.00, -32.12], [-26.62, 8.11, -30.70], [-25.44, 7.12, -30.29], [-25.58, 6.83, -28.92], [-24.21, 7.52, -30.88], [-26.04, 5.94, -31.19], [-25.64, 6.38, -33.14], [-27.39, 6.01, -32.74], [-27.75, 8.36, -32.39], [-26.02, 8.62, -32.61], [-32.33, -0.24, -27.55], [-30.89, -0.30, -27.07], [-30.97, -0.01, -25.66], [-32.13, 1.03, -25.36], [-31.70, 2.36, -25.61], [-32.76, 0.76, -24.14], [-33.05, 0.54, -26.56], [-32.87, -1.19, -27.50], [-32.57, 0.17, -28.53], [-30.20, 0.45, -27.46], [-30.49, -1.30, -27.12], [-22.45, 3.39, -34.03], [-21.50, 2.73, -33.03], [-22.18, 2.82, -31.79], [-23.77, 2.71, -31.98], [-24.41, 3.77, -31.32], [-24.19, 1.37, -31.80], [-23.75, 3.07, -33.54], [-22.37, 3.13, -35.08], [-22.27, 4.47, -33.91], [-20.56, 3.27, -33.00], [-21.36, 1.68, -33.31], [-27.62, 2.20, -32.93], [-26.76, 1.64, -34.08], [-26.83, 2.61, -35.14], [-28.06, 3.59, -34.89], [-29.28, 2.97, -35.25], [-27.72, 4.87, -35.36], [-27.93, 3.55, -33.28], [-27.09, 2.10, -31.99], [-28.55, 1.65, -32.79], [-27.15, 0.72, -34.51], [-25.73, 1.39, -33.83], [-25.31, 2.27, -28.39], [-26.58, 2.50, -29.19], [-27.60, 2.44, -28.21], [-27.27, 1.28, -27.15], [-27.71, 0.02, -27.66], [-27.78, 1.76, -25.92], [-25.70, 1.41, -27.30], [-25.06, 3.25, -28.00], [-24.48, 1.76, -28.88], [-26.73, 1.78, -30.00], [-26.54, 3.50, -29.63], [-20.60, 2.21, -28.61], [-21.39, 2.33, -27.48], [-22.30, 1.33, -27.19], [-22.37, 0.21, -27.98], [-21.53, 0.06, -29.05], [-20.63, 1.06, -29.41], [-23.31, -0.87, -27.62], [-23.49, -1.01, -26.42], [-23.85, -1.49, -28.51], [-19.89, 3.00, -28.84], [-21.32, 3.25, -26.91], [-22.99, 1.47, -26.37], [-21.51, -0.81, -29.69], [-20.05, 0.97, -30.31], [-30.13, -0.73, -30.35], [-29.04, -1.20, -30.26], [-27.94, -0.62, -30.81], [-26.76, -1.39, -30.59], [-27.17, -2.72, -29.88], [-28.68, -2.53, -29.63], [-26.14, -0.81, -29.92], [-26.27, -1.65, -31.53], [-26.60, -2.92, -28.98], [-26.89, -3.55, -30.54], [-28.72, -2.54, -28.54], [-29.37, -3.27, -30.05], [-31.55, 8.11, -29.22], [-30.81, 7.23, -28.90], [-29.45, 7.33, -29.05], [-28.80, 6.26, -28.35], [-29.83, 5.80, -27.33], [-31.09, 5.92, -28.20], [-27.90, 6.66, -27.89], [-28.46, 5.44, -28.99], [-29.91, 6.58, -26.56], [-29.73, 4.81, -26.91], [-32.02, 5.90, -27.64], [-31.08, 5.12, -28.95]],
  "total_charge": 0,
  "de_lowest_kcal_mol": 0.0,
  "e_homo_ev": -9.80
}

Entry 3:
{
  "formula": "C28H46B2NO9",
  "method": "wB97M-V/def2-TZVPD",
  "species": ["C", "C", "C", "B", "O", "O", "C", "C", "O", "B", "C", "O", "C", "C", "O", "O", "C", "C", "C", "C", "N", "C", "C", "O", "C", "C", "C", "C", "C", "C", "H", "H", "H", "H", "H", "H", "H", "H", "H", "H", "H", "H", "H", "H", "H", "H", "H", "H", "H", "H", "H", "H", "H", "H", "H", "H", "H", "H", "H", "H", "C", "C", "C", "O", "C", "H", "H", "H", "H", "H", "H", "H", "H", "C", "C", "C", "O", "C", "H", "H", "H", "H", "H", "H", "H", "H"],
  "coordinates": [[-0.89, 0.24, -2.78], [-0.42, -0.41, -1.71], [-0.68, 0.10, -0.28], [-2.20, -0.22, 0.10], [-2.93, -1.14, -0.68], [-2.80, 0.39, 1.17], [-4.11, -0.06, 1.50], [-4.12, -1.43, 2.17], [-0.72, 1.52, -0.47], [-0.01, 2.21, 0.62], [1.10, 3.33, 0.20], [2.06, 2.91, -0.87], [2.03, 3.65, -1.98], [1.52, 2.94, -3.22], [2.41, 4.81, -2.04], [0.44, 1.10, 1.46], [0.44, -0.19, 0.83], [0.08, -1.05, 2.04], [0.02, -2.60, 1.88], [-0.41, -3.13, 0.52], [-0.07, -4.57, 0.47], [1.87, -0.22, 0.24], [2.48, -1.55, -0.16], [2.88, -2.41, 0.61], [2.65, -1.79, -1.65], [3.42, -0.91, -2.37], [3.61, -1.05, -3.71], [3.03, -2.12, -4.36], [2.29, -3.04, -3.67], [2.10, -2.85, -2.32], [-0.90, 1.31, -2.88], [-1.24, -0.36, -3.63], [0.13, -1.32, -1.92], [-3.23, -0.70, -1.48], [-4.50, 0.64, 2.24], [-4.81, -0.03, 0.66], [-4.01, -2.23, 1.44], [-5.09, -1.59, 2.65], [-3.31, -1.52, 2.90], [-0.79, 2.89, 1.32], [0.61, 4.25, -0.11], [1.72, 3.62, 1.06], [0.53, 3.29, -3.50], [1.41, 1.88, -2.99], [2.21, 3.01, -4.05], [0.86, -0.85, 2.78], [-0.84, -0.71, 2.51], [-0.74, -2.95, 2.60], [0.95, -3.04, 2.23], [-1.50, -3.06, 0.44], [0.05, -2.62, -0.32], [-0.78, -5.10, -0.02], [0.84, -4.72, 0.06], [2.52, 0.23, 0.99], [1.90, 0.46, -0.62], [3.86, -0.08, -1.82], [4.20, -0.30, -4.22], [3.17, -2.22, -5.43], [1.83, -3.87, -4.18], [1.48, -3.59, -1.81], [-6.24, -1.02, 7.42], [-6.74, 0.05, 6.46], [-6.65, -0.67, 5.12], [-6.87, -2.06, 5.39], [-6.82, -2.29, 6.80], [-6.57, -0.87, 8.45], [-5.15, -1.06, 7.40], [-7.78, 0.30, 6.68], [-6.15, 0.97, 6.48], [-5.65, -0.57, 4.68], [-7.39, -0.32, 4.40], [-7.84, -2.48, 7.15], [-6.21, -3.17, 7.00], [6.11, 3.81, -4.52], [6.70, 2.97, -3.39], [5.44, 2.55, -2.63], [4.39, 2.46, -3.60], [4.83, 3.06, -4.83], [6.77, 3.90, -5.38], [5.89, 4.81, -4.15], [7.20, 2.08, -3.80], [7.41, 3.50, -2.76], [5.16, 3.30, -1.89], [5.55, 1.59, -2.13], [5.00, 2.25, -5.55], [4.04, 3.71, -5.21]],
  "total_charge": -1,
  "e_homo_ev": -4.25
}